(1)
Below is the molecule C10H11NO, with properties calculated with the ωB97M-V functional and the def2-TZVPD basis.

Computed properties:
**Spin multiplicity**: 1
**Orbital gap (spin up / spin down)**: 8.56 / 8.59 eV
**HOMO (spin up / spin down)**: -8.1 / -8.1 eV
**LUMO (spin up / spin down)**: 0.46 / 0.46 eV

Cartesian coordinates (Å):
C (-3.212, 0.695, 2.150)
C (-2.941, 0.189, 0.849)
C (-2.027, 0.872, 2.777)
C (-1.587, 0.069, 0.710)
C (-0.827, -0.390, -0.438)
C (0.477, -0.470, -0.478)
C (0.304, 0.520, 2.157)
C (1.389, -0.859, -2.751)
C (2.764, 0.263, -0.950)
C (1.676, -0.779, -1.240)
N (-1.002, 0.493, 1.911)
O (1.028, 0.822, 3.054)
H (-4.185, 0.900, 2.555)
H (-3.676, -0.054, 0.107)
H (-1.789, 1.230, 3.759)
H (-1.480, -0.669, -1.270)
H (0.657, -1.637, -2.957)
H (2.307, -1.091, -3.288)
H (1.000, 0.089, -3.114)
H (2.442, 1.246, -1.291)
H (3.688, 0.003, -1.463)
H (2.956, 0.317, 0.118)
H (2.038, -1.761, -0.905)

---

(2)
Below is the molecule C10H11NO2, with properties calculated with the ωB97M-V functional and the def2-TZVPD basis.

Computed properties:
**Spin multiplicity**: 1
**Orbital gap (spin up / spin down)**: 6.53 / 6.53 eV
**HOMO (spin up / spin down)**: -8.5 / -8.5 eV
**LUMO (spin up / spin down)**: -1.95 / -1.94 eV

Cartesian coordinates (Å):
C (-2.768, -2.310, -0.218)
C (-3.570, -1.139, -0.151)
C (-1.441, -1.873, -0.039)
C (-2.697, -0.056, 0.060)
C (-2.904, 1.541, 0.254)
C (1.929, 0.691, 0.469)
C (1.559, 0.922, -0.955)
C (0.749, -0.044, 1.136)
C (0.056, 1.266, -0.757)
C (-0.358, 0.324, 0.222)
N (-1.435, -0.458, 0.067)
O (-3.809, 2.012, -0.403)
O (-2.106, 1.923, 1.129)
H (-3.275, -3.228, -0.552)
H (-4.637, -1.171, -0.089)
H (-0.515, -2.350, -0.169)
H (2.885, 0.279, 0.540)
H (1.886, 1.773, 0.907)
H (2.279, 1.619, -1.319)
H (1.542, 0.183, -1.748)
H (0.852, -1.104, 1.169)
H (0.574, 0.515, 2.181)
H (-0.085, 2.228, -0.342)
H (-0.459, 1.300, -1.677)

---

(3)
Below is the molecule C10H11NO2S, with properties calculated with the ωB97M-V functional and the def2-TZVPD basis.

Computed properties:
**Spin multiplicity**: 1
**Orbital gap (spin up / spin down)**: 6.02 / 6.40 eV
**SMILES**: CC1=c2sc(C(=O)[O-])cc2=CC[N@H+]1C
**HOMO (spin up / spin down)**: -7.9 / -8.1 eV
**LUMO (spin up / spin down)**: -1.86 / -1.66 eV

Cartesian coordinates (Å):
C (2.093, 1.367, 0.075)
C (-0.362, 1.873, 0.504)
C (0.744, 1.027, 0.380)
C (0.633, -0.408, 0.377)
C (2.922, 0.285, -0.024)
C (-1.011, -1.084, 0.787)
C (4.338, 0.030, -0.535)
C (-1.636, 1.263, 0.870)
C (-1.339, -2.507, 0.349)
C (-1.837, 0.118, -1.296)
N (-1.948, -0.056, 0.189)
O (4.397, -1.177, -0.817)
O (5.153, 0.930, -0.573)
S (2.082, -1.232, 0.324)
H (2.449, 2.302, -0.263)
H (-0.266, 2.876, 0.569)
H (-1.439, 0.963, 1.929)
H (-2.484, 1.751, 0.623)
H (-0.598, -3.115, 0.953)
H (-1.256, -2.594, -0.700)
H (-2.354, -2.630, 0.755)
H (-0.744, 0.261, -1.419)
H (-2.159, -0.854, -1.862)
H (-2.399, 1.015, -1.488)
H (-2.978, -0.402, 0.292)

---

(4)
Below is the molecule C10H11NO2S, with properties calculated with the ωB97M-V functional and the def2-TZVPD basis.

Computed properties:
**Spin multiplicity**: 1
**Orbital gap**: 10.26 eV
**SMILES**: CC1=NS(=O)(=O)c2ccccc2[C@H]1C
**HOMO**: -10.0 eV
**LUMO**: 0.28 eV

Cartesian coordinates (Å):
C (2.510, -1.672, 0.855)
C (1.797, -2.836, 0.473)
C (1.860, -0.481, 0.725)
C (0.533, -2.593, -0.043)
C (0.643, -0.226, 0.182)
C (0.018, -1.356, -0.211)
C (0.072, 1.191, 0.176)
C (-1.450, 1.069, 0.181)
C (-2.189, 2.337, 0.642)
C (0.665, 1.944, -1.023)
N (-2.331, 0.192, -0.281)
O (-1.640, -1.189, -2.307)
O (-2.583, -2.351, -0.359)
S (-1.722, -1.304, -0.855)
H (3.551, -1.561, 1.031)
H (2.149, -3.843, 0.450)
H (2.500, 0.436, 0.968)
H (-0.105, -3.396, -0.142)
H (0.411, 1.567, 1.110)
H (-1.792, 2.597, 1.690)
H (-3.285, 2.127, 0.706)
H (-2.017, 3.183, -0.029)
H (0.228, 2.976, -1.132)
H (0.365, 1.441, -1.852)
H (1.811, 1.749, -0.957)